Entry from the OMol25 dataset: a molecular structure, C52H108As2F24N8O8S4 at a distorted geometry (the ωB97M-V functional and the def2-TZVPD basis).

Structure (XYZ):
```
206
Properties=species:S:1:pos:R:3:forces:R:3
H 3.428983 0.946677 -2.675140 -0.185 0.213 0.394
As 0.391939 0.894696 -5.477164 0.683 1.238 -2.313
F -4.637819 -3.503553 0.344872 0.093 -1.724 -0.507
C 1.968220 -3.426859 -1.860477 -1.714 0.560 -0.037
H 1.462100 8.114748 0.731907 -0.611 -0.439 -0.076
H -1.008893 -6.062931 6.006043 -0.189 -0.312 0.803
H 2.147014 -4.403581 -2.240620 0.384 -0.818 -0.458
N 4.690543 -0.658454 -2.139441 -1.166 0.414 -0.417
C -1.890307 -4.354409 4.971238 0.388 0.186 0.263
S 3.188617 -2.260518 2.726697 1.438 2.657 -0.604
H 4.865203 0.677125 -0.576038 0.091 0.631 0.558
H -2.090142 -4.189546 -7.562714 0.096 0.259 -0.181
C -3.384570 2.034372 -1.651853 0.738 -0.872 0.039
H 0.054368 -6.769549 3.442432 -0.734 0.381 1.025
H -2.642424 1.790697 -0.876792 0.010 0.391 -0.370
C 3.195083 -1.204378 4.296125 -0.876 2.799 -1.743
H -5.615813 -2.442548 6.698320 0.208 0.017 -0.240
H 4.631504 9.209366 1.903069 0.291 0.160 -0.033
N -1.444012 -5.378396 2.873085 0.149 -1.879 -0.016
H -3.141784 -7.499421 2.559850 -0.462 0.091 -0.265
F 4.391616 -0.927254 4.781182 -0.123 -0.855 0.125
C 3.262426 7.873208 5.600498 0.243 -0.514 0.239
C -0.799341 -5.451910 5.156705 -0.610 -1.200 -0.110
C -3.293221 -6.777591 1.745477 1.671 0.255 -1.477
F 1.110686 4.208632 3.708191 0.440 0.298 -0.484
C 3.216332 -2.743503 -1.335183 1.397 1.037 -0.748
H -4.724319 1.655129 -4.477287 0.955 -0.003 -0.059
H -1.083198 -6.684250 1.244588 -0.982 0.210 0.656
C -2.005706 -0.532717 3.903110 0.132 0.282 -1.092
H 6.082514 -0.823008 -3.637723 0.355 -0.169 0.350
H -1.824475 -5.721079 -5.517908 -0.132 0.619 0.200
C -2.355691 -3.282014 -7.008819 -0.069 -1.591 0.951
H -2.590462 -1.187621 -7.351663 0.274 -0.168 -0.096
F -0.258132 2.358196 -4.844377 -0.029 0.972 0.370
C -3.691128 -7.498574 0.414837 -0.107 -0.081 0.722
F 0.056471 0.185631 -3.995166 -0.857 -1.766 1.908
H -0.894797 -1.767598 -7.574628 -1.586 -0.332 -0.432
C -1.933318 -6.017925 1.583516 1.100 -1.066 -0.086
H -2.586501 -4.310647 5.853893 0.577 -0.003 -1.072
H -2.931292 -4.978328 -2.948679 0.312 -0.157 -0.472
H -4.680847 -7.926220 0.560910 -0.157 0.118 -0.124
H -3.698969 -2.013341 5.169625 -0.652 0.175 0.456
H -6.039260 -0.817182 6.789114 -0.563 1.022 0.010
F -4.171420 -2.264871 2.291264 0.192 -0.098 1.553
N 3.453103 -3.584592 3.410429 0.136 -2.430 1.208
H 0.095517 -3.858776 -6.808392 -0.391 0.099 0.441
H -1.852154 -5.239920 0.824751 -0.914 0.257 0.077
O 2.807688 -5.931411 3.769222 -0.629 -1.327 1.537
H 0.244381 5.258635 -2.163563 0.585 0.336 1.533
C 3.320687 -1.304648 -1.999138 0.100 -1.687 -0.738
H -3.718132 4.288621 -4.062442 -0.471 -0.635 0.108
C 4.429975 6.786360 1.354285 -0.119 -0.068 -0.509
H 7.725840 -1.996075 -2.322753 0.105 0.231 0.079
F 1.056945 -0.612847 -6.113616 -0.738 0.321 -0.167
C -3.887928 1.100129 3.444983 1.602 1.402 0.206
F -2.260535 -2.585861 0.794736 -0.704 -0.119 -0.150
H -1.740759 3.502552 3.464650 0.066 0.037 -0.420
C 6.772983 -1.787378 -1.839682 0.069 -1.375 0.031
H -1.353953 -3.379620 4.870710 -0.712 -0.578 0.183
C -3.737769 1.980775 -4.073514 -1.741 0.740 0.624
C 5.707956 -1.519046 -2.871350 0.298 1.826 -0.756
H -2.591426 -0.197678 6.452176 -0.521 0.317 -0.515
H -0.816692 -3.582993 2.075721 0.520 -0.222 -0.222
C -0.898614 -6.395140 3.916662 1.318 1.747 -2.061
H -4.350793 1.978459 -1.125381 0.079 0.254 -0.609
F 2.659000 0.067291 3.968458 0.641 -1.408 -0.214
C 0.130033 5.103314 -3.193400 -2.026 -0.912 -1.626
H -1.207702 -5.230180 -3.123279 0.469 -0.392 -0.129
F -3.678963 -1.734632 -1.045239 0.221 -0.182 -0.726
O 0.850578 1.773968 -1.812398 0.008 -0.307 -0.015
C -1.999603 1.817764 4.686466 0.181 -0.917 -2.297
H 0.050658 -4.089622 3.470750 0.891 0.422 1.130
N -1.694013 -3.528276 -5.655490 -1.098 -0.856 -0.096
H -4.123917 0.365748 2.758324 -1.253 -1.985 -0.534
C -3.427910 0.051990 5.761098 0.237 -1.214 -0.955
O 1.595641 4.305146 0.348906 -0.460 0.630 -0.015
H -1.454340 4.325071 -4.430727 -0.416 0.461 -0.285
H -2.494811 2.446641 5.377397 -0.552 0.601 0.785
H 0.184643 -5.032117 5.338287 0.160 -0.136 -0.385
H 4.251193 8.958424 4.062514 0.207 0.020 -0.254
C -2.039282 -4.686374 -3.528009 -0.652 1.474 0.493
H -3.375472 -2.620570 -9.229823 -1.626 0.044 -0.378
H -2.064971 5.538864 -3.211191 -0.036 0.310 -0.280
H 4.369127 0.435670 -4.002563 0.180 -0.342 0.832
H -3.347845 -5.412673 3.827285 -1.026 -1.104 -0.134
H -3.309730 5.451138 -1.563021 -0.580 -1.118 0.272
C -1.925427 2.445011 3.275353 3.032 0.124 0.188
H 2.792134 6.890436 5.699461 0.133 0.002 0.353
H -4.650099 1.574056 4.010284 -1.037 -0.119 0.459
C -3.280880 1.105403 -2.882210 -1.474 0.156 0.961
H 3.088531 7.953026 -1.051990 -0.356 -0.138 -0.527
N 0.033164 2.409791 0.502705 -1.338 0.282 -0.224
H 7.334191 0.266646 -1.225888 -0.285 -0.513 0.143
C 2.844852 7.003475 -0.591141 0.449 -0.919 1.810
H -2.298420 0.730742 -3.045383 0.916 -0.134 0.010
S 0.480544 3.760232 1.096448 1.569 0.390 0.930
O 2.832250 -5.052860 1.521996 -0.997 -0.110 -2.467
H 5.358137 7.360335 1.544918 -0.613 -0.309 -0.399
H -2.986745 2.051705 -4.833514 0.299 -0.180 -0.511
C -1.847689 -3.114638 -3.279965 -0.423 -1.658 -1.562
H -2.458177 -2.790660 -2.471700 -0.750 0.463 0.271
C -2.566534 -4.745964 3.635534 2.481 1.729 0.824
H -0.849319 -2.866999 -2.986923 0.780 0.036 -0.069
C 2.109311 7.240623 0.724815 1.872 1.729 0.790
H -3.069015 -8.348210 0.137254 0.377 0.062 0.342
C -2.362349 -2.347965 -9.200967 2.074 -0.155 0.319
H 7.095349 -0.945649 0.076254 0.415 0.153 0.609
H -1.625654 -7.181627 3.839858 -0.270 -0.428 1.041
C -4.338835 -1.169613 5.485259 0.913 0.698 0.035
C -3.471229 4.417590 -1.137398 0.944 1.379 -0.213
H 4.611981 7.178663 4.142533 0.340 0.666 -0.141
F 5.245069 -6.684536 1.826780 -0.215 -0.417 -0.160
H -2.099317 -1.547774 -9.897451 -0.310 -0.105 0.197
H -1.834890 -3.274401 -9.517621 -0.013 0.663 0.077
H 0.502335 -4.875622 1.941435 -1.137 0.152 0.597
C -1.401036 4.707735 -3.416087 2.081 0.408 -0.376
F 2.359258 -1.645131 5.193648 -0.148 -0.975 1.065
F 0.862798 -1.120828 -0.426449 -2.549 2.199 1.094
H 5.002267 6.726777 -0.705807 -0.135 -0.288 -0.198
H 1.268788 -3.572810 -1.033574 -0.004 0.022 -0.013
H 1.357733 -2.872396 -2.637842 1.006 -0.285 0.708
N -3.153435 3.396407 -2.225956 -0.156 0.490 1.961
F -0.232533 -0.112457 1.353146 0.880 -0.289 -2.730
O 1.893852 -2.068892 2.109861 0.392 -0.267 0.353
C 4.171479 6.328091 -0.116339 0.859 2.059 0.178
H 4.006644 8.027781 6.434960 -0.785 -0.116 -1.126
H 2.467441 8.587408 5.652246 -0.478 0.602 0.522
H 3.882407 9.163958 0.319591 -0.016 0.038 -0.576
F 5.705302 -5.862703 3.788718 -0.154 0.276 -1.038
C 3.839747 7.961902 4.192433 1.194 -0.366 0.567
H 4.508355 5.902267 1.967975 -0.522 -0.112 0.561
C 0.046483 -0.024306 -0.008135 0.242 -1.460 0.468
F 2.738329 3.269226 2.551442 -0.706 0.397 0.122
H 2.721801 6.466109 3.330816 -0.699 0.665 -0.223
C 2.818187 7.563078 3.175078 1.390 -2.010 -1.032
H -1.009993 1.554876 4.997895 0.410 -0.286 0.626
H 4.135261 -3.363465 -1.545966 -0.861 0.693 0.071
N -2.850891 0.580018 4.473587 0.730 0.011 -0.519
H 5.270269 -2.278357 -3.518816 -0.288 -0.488 0.871
F -5.520785 -1.263432 0.537133 0.250 -0.453 -0.136
H 1.773648 6.360332 1.209274 -1.009 -0.754 -0.154
S 0.984719 1.509338 -0.418453 -0.190 0.801 1.482
H -3.318592 -4.814515 -5.237032 -0.982 0.067 -0.398
C 3.706141 9.066482 1.367146 0.932 -1.550 0.756
F -1.225960 0.524901 -5.950511 -0.390 -0.651 -0.750
H -3.718041 -6.856771 -0.466620 -0.066 0.325 0.287
H -2.688396 4.407534 -0.281458 -1.531 -0.696 -1.310
C -3.191812 2.170834 2.558404 -0.432 -0.339 0.636
F 1.041857 2.125772 3.261907 0.242 0.264 -0.602
H -4.613533 -1.397978 7.626023 0.145 0.207 0.134
C -2.001505 -2.035530 -7.727268 1.497 0.858 -0.580
O 4.370047 -1.764568 2.025160 -1.194 -0.167 0.007
C 5.178128 -5.606616 2.567035 0.087 1.434 1.055
H -4.019910 0.838475 6.131526 -0.676 1.046 0.849
H -1.289397 2.635638 -2.900998 0.080 0.167 0.178
C -2.175525 -2.526074 -4.669009 1.249 1.122 1.003
H 0.678770 4.225455 -3.531704 0.357 0.171 0.183
C -0.329669 -4.439134 2.561850 -0.691 0.542 -1.664
C -5.181918 -1.435815 6.700712 0.110 -1.719 0.524
H 0.411995 5.975300 -3.773145 -0.007 0.069 -0.042
O 2.275385 1.403620 0.187238 0.522 -0.570 -0.404
H 3.042725 9.766897 1.740783 -1.653 1.370 0.444
H -3.224744 -2.448607 -4.905856 -0.423 0.350 0.409
H -3.722968 3.095283 2.449911 -0.919 0.306 0.289
C -4.023379 3.409567 -3.467832 2.413 -0.621 -0.050
C 1.413948 3.313861 2.743223 -0.561 -0.664 0.279
O -0.600335 4.640208 1.519197 0.761 -1.032 -0.679
H -5.007130 3.460351 -3.111752 -1.500 0.340 0.321
H -1.299030 3.776389 -1.501619 0.414 -0.404 -0.298
As -3.925219 -2.013539 0.625478 -1.116 1.876 -0.469
H -3.904168 0.237254 -2.604203 0.076 0.287 -0.717
H 4.231684 5.270207 -0.137875 -0.469 -0.947 -0.279
H 5.086647 1.422651 -2.780704 1.395 0.546 0.768
F -3.407578 -0.399464 0.920542 1.043 0.746 0.375
C -1.683068 3.572207 -2.505604 -0.197 -0.558 0.640
C -0.228187 -3.539999 -5.804754 1.793 0.944 0.559
H 2.232603 6.324502 -1.162119 0.009 0.066 -0.638
C -2.277840 -4.829837 -5.043209 1.898 0.001 0.402
F 0.710639 1.799795 -6.973605 -0.098 -1.236 1.066
H 3.143295 -2.655533 -0.254805 0.137 0.094 0.041
H -3.050050 1.828865 1.547488 0.246 -0.458 -0.203
S 3.358201 -5.048715 2.827991 2.175 1.536 -0.015
H -4.040179 -6.037776 1.999928 -0.353 -0.115 0.036
H 0.329794 -4.117432 -5.051878 -0.836 -0.381 -0.144
F 1.935267 1.179004 -4.827739 1.324 0.826 -0.050
N 3.236054 7.670944 1.707484 1.211 0.418 -0.223
H -1.101303 -0.622392 4.504005 -0.267 -0.297 0.376
H -3.434176 -3.356158 -6.842601 0.080 0.093 0.127
H 2.960884 -1.410443 -3.039839 0.110 0.213 0.423
H -1.624540 -0.251354 2.909362 -0.587 -0.075 0.329
H 6.537053 -2.693581 -1.260551 -0.050 0.169 -0.172
H -2.837489 -3.903821 3.051701 -0.882 0.749 -0.396
H -4.973342 -0.895737 4.652224 -0.165 -0.220 -0.336
C 4.430583 0.610802 -2.901903 -1.722 -0.879 -1.962
H -2.620265 -1.453537 3.823144 0.732 0.832 -0.040
C 6.751950 -0.610782 -0.879922 -0.871 0.982 -0.393
H -1.036234 2.054591 2.645254 -1.542 0.476 1.462
H -1.630807 -1.562644 -4.807179 -0.694 -0.602 -0.222
H 4.774764 -1.042366 -0.111125 0.014 0.238 0.456
H -4.509071 4.278930 -0.816742 0.353 0.102 0.064
F -1.133472 0.016016 -0.666276 1.421 -0.754 0.556
F 5.914387 -4.634060 1.944521 -0.834 -0.813 0.785
H 2.680412 -0.601608 -1.487936 0.126 0.122 0.114
H 0.160741 -2.516440 -5.588351 -0.443 -0.570 -0.700
C 5.226626 -0.307584 -0.768556 0.979 -1.604 -0.767
H 1.914431 8.071488 3.262243 -1.714 0.809 0.178
```
Forces are in eV/Å.

Charge = +2
Kohn-Sham gap = 9.776 eV
2S+1 = 1
F_max = 3.54 eV/Å
E_LUMO = -2.96 eV